105
Properties=species:S:1:pos:R:3 method="wB97M-V/def2-TZVPD" energy_ev=-49930.835 orbital_gap_ev=8.02 homo_energy_ha=-0.29328 spin_multiplicity=1 total_charge=0
C -4.50 5.96 0.33
C -3.26 5.36 -0.36
C -2.85 6.22 -1.55
C -2.12 5.31 0.67
C -0.99 4.35 0.27
C -1.52 2.95 0.00
C -2.58 3.00 -1.12
C -1.93 3.23 -2.50
C -3.19 1.58 -1.10
N -3.57 3.95 -0.68
O -4.67 3.93 -1.58
H -4.21 6.91 0.76
H -5.30 6.06 -0.41
H -4.95 5.34 1.11
H -3.53 6.15 -2.40
H -2.81 7.28 -1.27
H -1.86 5.94 -1.91
H -1.78 6.34 0.86
H -2.36 5.13 1.73
H -0.46 4.69 -0.63
H -0.20 4.37 1.02
H -1.95 2.56 0.92
H -0.75 2.25 -0.35
H -1.77 2.29 -3.03
H -0.92 3.65 -2.52
H -2.57 3.84 -3.15
H -4.07 1.46 -1.73
H -3.33 1.18 -0.09
H -2.38 0.90 -1.41
H -5.44 3.65 -1.06
C 0.13 -2.46 -0.86
C 0.86 -1.59 -1.87
C 0.87 -0.13 -1.39
C 2.38 -1.96 -1.86
C 2.66 -3.20 -2.68
C 2.20 -2.91 -4.13
C 0.73 -2.51 -4.29
C 0.52 -1.81 -5.65
C -0.12 -3.81 -4.34
N 0.28 -1.65 -3.20
O -1.04 -1.22 -3.26
H 0.71 -2.52 0.07
H -0.85 -2.08 -0.54
H 0.04 -3.48 -1.24
H 1.34 0.01 -0.42
H 1.40 0.44 -2.16
H -0.11 0.35 -1.38
H 3.05 -1.15 -2.15
H 2.59 -2.25 -0.83
H 3.73 -3.30 -2.88
H 2.17 -4.06 -2.25
H 2.34 -3.84 -4.69
H 2.79 -2.13 -4.61
H -0.53 -1.87 -5.94
H 1.03 -2.36 -6.45
H 0.95 -0.81 -5.60
H -1.17 -3.60 -4.56
H -0.21 -4.41 -3.43
H 0.31 -4.41 -5.14
H -1.58 -2.01 -3.41
C 5.73 -0.42 3.53
C 4.56 -0.67 2.58
C 4.21 0.67 1.91
C 4.89 -1.74 1.57
C 3.71 -2.24 0.73
C 2.56 -2.73 1.62
C 2.22 -1.71 2.74
C 1.25 -0.65 2.11
C 1.44 -2.51 3.79
N 3.41 -1.18 3.38
O 3.06 -0.27 4.39
H 6.66 -0.31 2.98
H 5.56 0.41 4.22
H 5.84 -1.24 4.24
H 3.93 1.50 2.57
H 5.10 1.06 1.42
H 3.33 0.68 1.26
H 5.68 -1.41 0.90
H 5.32 -2.54 2.18
H 3.32 -1.37 0.18
H 3.95 -3.01 0.00
H 2.78 -3.75 1.94
H 1.70 -2.92 0.97
H 0.18 -0.79 2.27
H 1.50 -0.47 1.06
H 1.38 0.35 2.55
H 1.31 -2.04 4.76
H 1.88 -3.51 3.87
H 0.42 -2.71 3.43
H 2.79 0.54 3.93
O -1.23 -0.81 4.81
H -2.11 -0.57 4.48
H -0.64 -0.61 4.08
O -2.46 -0.99 2.18
H -2.07 -1.86 2.36
H -2.77 -1.05 1.27
O -4.01 -0.37 4.37
H -4.85 0.08 4.52
H -3.81 -0.26 3.42
O -5.55 -1.45 0.51
H -5.77 -1.49 1.45
H -5.11 -2.29 0.33
O -1.88 -3.85 1.74
H -0.93 -3.81 1.94
H -2.09 -4.79 1.76


105
Properties=species:S:1:pos:R:3 method="wB97M-V/def2-TZVPD" energy_ev=-58841.181 orbital_gap_ev=8.70 homo_energy_ha=-0.29210 spin_multiplicity=1 total_charge=0
C 2.63 1.84 -1.69
C 1.49 2.66 -2.21
O 0.37 2.58 -1.33
C -0.86 2.79 -2.02
C -1.92 3.26 -1.03
C -2.66 4.53 -1.44
C -4.16 4.38 -1.70
C -4.98 3.71 -0.63
P -6.70 3.10 -1.20
C -7.42 4.79 -1.18
C -8.32 2.25 -1.78
O -9.17 2.09 -0.66
C -10.04 0.98 -0.72
C -9.34 -0.32 -0.39
H 3.55 2.20 -2.13
H 2.53 0.80 -1.95
H 2.74 1.93 -0.61
H 1.76 3.71 -2.31
H 1.22 2.27 -3.19
H -0.71 3.52 -2.80
H -1.16 1.84 -2.47
H -2.61 2.45 -0.86
H -1.40 3.43 -0.09
H -2.22 4.91 -2.36
H -2.53 5.32 -0.71
H -4.56 5.38 -1.85
H -4.32 3.87 -2.66
H -4.49 2.81 -0.25
H -5.14 4.37 0.22
H -6.08 2.55 -2.37
H -6.80 2.29 -0.03
H -7.57 5.05 -0.14
H -6.75 5.52 -1.61
H -8.38 4.84 -1.68
H -8.82 2.84 -2.55
H -8.04 1.30 -2.22
H -10.50 0.92 -1.71
H -10.82 1.17 0.00
H -8.80 -0.71 -1.24
H -10.07 -1.06 -0.08
H -8.65 -0.16 0.42
C 1.51 -0.65 4.52
O 0.50 -0.68 3.53
C 0.37 0.54 2.82
C 1.07 0.51 1.48
O 2.47 0.40 1.64
C 2.97 -0.91 1.48
H 1.69 -1.68 4.84
H 2.44 -0.22 4.15
H 1.17 -0.07 5.39
H 0.74 1.37 3.42
H -0.70 0.70 2.65
H 0.87 1.45 0.95
H 0.68 -0.30 0.87
H 2.96 -1.21 0.43
H 2.40 -1.63 2.07
H 4.00 -0.91 1.84
C 6.37 0.93 -3.55
O 6.31 1.78 -2.42
C 6.92 1.24 -1.26
C 8.30 1.81 -1.03
O 9.21 1.44 -2.05
C 9.42 2.46 -3.01
H 6.08 1.51 -4.42
H 7.38 0.53 -3.70
H 5.67 0.09 -3.44
H 6.97 0.15 -1.33
H 6.28 1.50 -0.41
H 8.69 1.41 -0.09
H 8.24 2.90 -0.94
H 10.04 3.26 -2.60
H 8.48 2.88 -3.37
H 9.94 2.01 -3.85
C 3.59 -2.89 -3.05
O 2.40 -2.28 -2.58
C 1.60 -1.72 -3.61
C 0.45 -2.62 -3.98
O 0.89 -3.84 -4.55
C 0.89 -4.93 -3.64
H 4.01 -3.46 -2.22
H 3.40 -3.56 -3.89
H 4.32 -2.13 -3.35
H 2.21 -1.51 -4.49
H 1.20 -0.77 -3.24
H -0.17 -2.12 -4.73
H -0.17 -2.81 -3.10
H -0.14 -5.27 -3.45
H 1.36 -4.67 -2.70
H 1.44 -5.74 -4.11
C 0.31 -7.15 7.28
O -0.64 -6.14 7.57
C -0.07 -4.95 8.08
C 0.07 -3.88 7.01
O 0.98 -4.25 6.00
C 0.35 -4.73 4.82
H -0.20 -7.92 6.70
H 1.15 -6.76 6.69
H 0.70 -7.60 8.20
H 0.91 -5.15 8.52
H -0.73 -4.58 8.87
H 0.44 -2.97 7.48
H -0.92 -3.66 6.59
H -0.10 -3.90 4.26
H -0.42 -5.47 5.04
H 1.12 -5.19 4.20


121
Properties=species:S:1:pos:R:3 method="wB97M-V/def2-TZVPD" energy_ev=-126265.142 orbital_gap_ev=9.34 homo_energy_ha=-0.33640 spin_multiplicity=1 total_charge=0
C -6.58 4.31 0.87
C -6.70 3.13 -0.05
O -8.03 3.12 -0.45
S -8.37 2.23 -1.81
C -10.09 1.92 -1.44
O -8.26 3.09 -3.00
O -7.62 0.96 -1.78
H -5.57 4.59 1.17
H -7.07 4.24 1.84
H -7.00 5.23 0.45
H -6.02 3.36 -0.87
H -6.43 2.20 0.44
H -10.16 1.43 -0.47
H -10.56 1.25 -2.17
H -10.53 2.91 -1.51
C -3.53 0.07 5.62
C -3.02 1.50 5.46
O -2.73 1.96 6.77
S -2.43 3.58 6.96
C -0.66 3.48 6.69
O -3.16 4.33 5.91
O -2.67 3.94 8.35
H -4.39 0.14 6.28
H -2.85 -0.55 6.19
H -3.83 -0.44 4.70
H -2.06 1.42 4.96
H -3.66 2.21 4.94
H -0.52 3.13 5.66
H -0.27 2.64 7.27
H -0.18 4.42 6.98
C 7.55 1.33 -0.48
C 7.76 2.63 -1.21
O 8.56 3.48 -0.36
S 9.21 4.85 -1.02
C 10.74 4.13 -1.60
O 8.35 5.29 -2.11
O 9.61 5.74 0.05
H 8.44 0.92 0.00
H 7.06 0.61 -1.13
H 6.93 1.56 0.39
H 8.48 2.44 -2.01
H 6.86 3.16 -1.50
H 11.35 3.73 -0.78
H 11.31 4.92 -2.08
H 10.53 3.40 -2.39
C 2.54 -8.82 -4.11
C 1.98 -7.45 -4.41
O 2.39 -6.38 -3.47
S 3.41 -5.14 -3.91
C 4.85 -6.23 -4.45
O 2.81 -4.51 -5.10
O 3.76 -4.40 -2.70
H 2.67 -8.77 -3.03
H 3.60 -8.92 -4.38
H 2.00 -9.63 -4.60
H 2.15 -7.12 -5.43
H 0.90 -7.39 -4.28
H 4.70 -6.54 -5.48
H 5.11 -6.98 -3.70
H 5.68 -5.52 -4.45
C -2.28 -0.68 -0.39
C -0.86 -1.22 -0.39
O -0.19 -0.47 0.74
S 0.12 1.14 0.63
C 1.10 1.07 -0.93
O -1.09 1.92 0.43
O 1.01 1.58 1.72
H -2.77 -0.69 0.58
H -2.87 -1.26 -1.09
H -2.32 0.32 -0.81
H -0.77 -2.27 -0.12
H -0.29 -1.16 -1.32
H 0.44 0.82 -1.76
H 1.96 0.43 -0.77
H 1.48 2.05 -1.23
C 1.74 3.94 -9.62
O 0.70 3.82 -8.64
C 0.70 2.54 -7.94
C -0.05 2.56 -6.63
O 0.55 3.24 -5.56
C 0.47 4.64 -5.55
C -0.76 5.28 -4.82
O -1.95 4.77 -5.38
C -3.08 5.70 -5.25
H 1.82 4.95 -10.04
H 1.47 3.27 -10.44
H 2.71 3.63 -9.24
H 1.72 2.18 -7.76
H 0.17 1.72 -8.42
H -0.24 1.52 -6.37
H -1.07 2.93 -6.73
H 0.44 5.00 -6.58
H 1.41 5.09 -5.24
H -0.62 6.36 -4.83
H -0.67 4.93 -3.80
H -3.12 6.24 -4.30
H -4.01 5.13 -5.31
H -3.04 6.51 -5.97
C 0.21 -5.98 9.77
O -0.04 -4.60 9.34
C -1.44 -4.25 9.10
C -2.11 -5.05 7.93
O -1.28 -4.93 6.81
C -1.73 -5.55 5.62
C -0.76 -4.92 4.55
O 0.63 -5.23 4.72
C 1.37 -4.80 3.60
H 1.29 -6.15 9.71
H -0.25 -6.76 9.17
H -0.11 -6.06 10.81
H -1.41 -3.23 8.71
H -1.98 -4.14 10.04
H -3.10 -4.66 7.69
H -2.20 -6.08 8.27
H -2.77 -5.63 5.30
H -1.39 -6.58 5.71
H -0.79 -3.84 4.68
H -1.21 -5.23 3.61
H 1.31 -3.73 3.38
H 1.03 -5.28 2.68
H 2.42 -5.06 3.74


113
Properties=species:S:1:pos:R:3 method="wB97M-V/def2-TZVPD" energy_ev=-72714.961 orbital_gap_ev=8.68 homo_energy_ha=-0.22493 spin_multiplicity=1 total_charge=-1
Cl 1.11 -0.48 -1.80
O 1.17 -0.30 -0.29
O 2.07 -1.53 -2.21
O -0.31 -0.86 -2.14
O 1.43 0.87 -2.47
C 0.00 -2.50 1.22
O 0.86 -3.41 1.87
C 0.74 -4.64 1.29
C 1.78 -4.86 0.12
N 1.42 -6.03 -0.69
C 0.09 -5.98 -1.44
C 0.09 -4.78 -2.40
O -1.15 -4.80 -2.94
C -1.37 -3.80 -3.94
H 0.17 -1.55 1.54
H -1.01 -2.60 1.48
H -0.04 -2.48 0.16
H -0.19 -4.75 0.96
H 0.83 -5.49 2.02
H 2.72 -5.01 0.54
H 1.87 -4.01 -0.51
H 2.13 -6.11 -1.45
H -0.68 -6.01 -0.70
H -0.11 -6.88 -2.07
H 0.78 -4.89 -3.24
H 0.19 -3.83 -1.85
H -2.37 -3.80 -4.20
H -0.83 -3.93 -4.83
H -1.28 -2.79 -3.67
C -3.09 -3.27 -1.29
O -3.84 -2.69 -0.28
C -3.86 -1.29 -0.42
C -2.68 -0.82 0.37
N -2.72 0.64 0.57
C -1.95 1.28 -0.49
C -2.28 2.75 -0.33
O -1.96 3.53 -1.44
C -0.57 3.59 -1.67
H -3.21 -4.34 -1.17
H -2.04 -3.16 -1.11
H -3.32 -2.90 -2.31
H -4.67 -0.92 0.17
H -3.79 -0.96 -1.44
H -1.78 -1.20 -0.16
H -2.72 -1.31 1.25
H -2.24 0.79 1.48
H -2.33 0.95 -1.47
H -0.85 1.12 -0.44
H -1.72 3.11 0.47
H -3.30 2.86 -0.03
H -0.11 2.58 -1.87
H -0.02 4.11 -0.98
H -0.52 4.24 -2.53
C -0.76 -1.12 4.22
O -1.32 -0.23 3.21
C -0.43 0.78 2.87
C -1.09 2.20 3.24
N -0.16 3.21 2.85
C -0.66 4.52 2.77
C 0.54 5.51 2.88
O -0.08 6.76 2.92
C 0.85 7.76 2.58
H -0.29 -0.64 5.10
H 0.06 -1.76 3.71
H -1.63 -1.70 4.66
H -0.21 0.60 1.82
H 0.47 0.65 3.29
H -1.36 2.24 4.27
H -2.08 2.26 2.81
H 0.33 2.95 1.96
H -1.36 4.74 3.67
H -1.32 4.62 1.97
H 1.09 5.39 2.00
H 1.27 5.47 3.70
H 0.40 8.77 2.55
H 1.19 7.49 1.54
H 1.71 7.69 3.21
C -3.08 -0.70 -5.93
C -1.98 -0.35 -4.81
C -1.33 1.06 -4.82
O -2.55 -0.62 -3.61
H -3.23 -1.76 -5.98
H -2.71 -0.38 -6.89
H -4.11 -0.33 -5.81
H -1.12 -1.03 -4.93
H -0.31 1.14 -5.34
H -1.16 1.43 -3.80
H -2.00 1.77 -5.26
H -1.86 -0.66 -2.88
C 2.99 3.38 -0.49
C 2.52 2.47 0.68
C 3.00 2.87 2.05
O 1.07 2.28 0.49
H 4.06 3.37 -0.68
H 2.74 4.43 -0.28
H 2.46 3.04 -1.34
H 2.97 1.45 0.55
H 2.80 2.29 2.92
H 2.67 3.86 2.23
H 4.12 2.91 2.04
H 0.83 1.42 0.06
C 4.23 -0.21 2.94
C 3.23 -1.01 2.19
C 3.74 -1.56 0.87
O 2.90 -2.12 3.03
H 3.87 0.07 3.91
H 4.42 0.67 2.32
H 5.13 -0.66 3.18
H 2.37 -0.37 2.05
H 4.68 -2.28 1.02
H 4.04 -0.90 0.10
H 2.83 -2.03 0.43
H 2.12 -2.55 2.81